# 1
This record from OMol25 describes C16H16B2EuF13N5O7 as an isolated structure at a distorted geometry. The level of theory is ωB97M-V with the def2-TZVPD basis set.

```
60
Properties=species:S:1:pos:R:3:forces:R:3
Eu 2.942 -3.016 13.853 0.08 -0.02 -0.13
C -0.818 -6.831 13.348 -0.37 -0.41 -0.39
C 0.163 -5.804 13.916 -1.75 -2.03 3.07
N 0.660 -4.780 13.238 0.83 0.77 -2.54
O 0.366 -4.789 12.005 0.37 0.61 1.04
B 1.077 -3.423 11.162 0.88 -0.33 -0.34
F 2.419 -3.565 11.575 0.07 -0.45 0.22
F 0.936 -3.718 9.866 -0.64 0.18 0.66
O 0.514 -2.255 11.703 -0.97 -0.02 -0.85
N 1.112 -1.789 12.836 0.30 0.04 -0.17
C 0.926 -0.553 13.079 -1.02 -0.16 1.53
C -0.042 0.298 12.310 1.06 0.63 -1.10
C 1.512 -0.131 14.428 1.58 -1.97 -0.99
N 2.223 -0.996 15.077 -0.62 -1.62 -0.89
O 2.936 -0.620 16.161 -0.44 0.97 -0.47
B 2.985 -1.484 17.358 -1.28 0.12 -0.02
F 2.129 -2.608 17.202 0.49 0.16 -0.19
F 2.628 -0.750 18.451 0.42 -0.20 -0.21
O 2.419 -5.510 16.401 -0.61 0.99 -0.68
N 1.743 -4.926 15.595 -0.04 -1.39 0.41
C 0.512 -5.767 15.280 0.94 -0.43 0.14
C 0.013 -6.576 16.459 -1.51 0.79 -0.35
C 1.510 1.195 14.883 -1.60 3.53 1.71
H -0.305 -7.751 12.969 -0.04 1.02 -0.04
H -1.400 -6.355 12.520 0.53 -0.57 0.68
H -1.534 -7.281 14.084 0.67 0.98 -0.35
H -1.051 0.127 12.646 -0.38 -0.17 0.32
H -0.019 0.048 11.225 0.08 0.06 0.84
H 0.175 1.375 12.404 -0.02 -0.51 0.10
H -0.817 -7.228 16.123 0.69 0.16 0.26
H -0.496 -5.826 17.154 0.74 -0.69 -0.69
H 0.753 -7.128 17.079 -0.26 0.53 -0.82
H 1.445 1.105 15.999 0.68 0.63 -0.84
H 0.600 1.773 14.615 0.48 -0.44 -0.15
H 2.370 1.788 14.513 -0.24 -0.40 0.54
F 4.866 -0.467 10.144 -0.17 0.23 0.69
C 4.721 0.068 11.362 0.58 -1.13 1.24
F 3.408 0.149 11.638 -0.05 0.85 -0.73
F 5.314 1.255 11.374 -0.46 0.08 -0.32
C 5.284 -0.827 12.594 -0.95 -0.65 0.00
O 4.286 -1.737 12.965 1.67 0.59 -0.72
C 6.592 -1.566 12.095 0.17 0.10 0.72
F 6.110 -2.414 11.225 0.12 -1.28 -0.94
F 7.297 -2.283 13.022 -0.99 0.72 -0.16
F 7.482 -0.779 11.485 -0.48 0.13 0.19
C 5.511 0.077 13.810 2.31 1.90 -0.53
F 4.644 1.106 13.883 0.04 -0.65 0.09
F 5.527 -0.545 14.962 -0.33 -0.56 0.28
F 6.775 0.640 13.680 -1.17 -0.30 0.07
O 4.395 -5.043 14.342 -0.08 -0.37 -0.72
C 4.873 -4.493 15.328 0.43 -0.62 0.53
C 5.842 -5.032 16.362 1.81 -0.34 -1.91
C 5.716 -4.031 17.467 -0.07 0.79 0.80
C 4.846 -2.949 16.876 -0.49 -0.46 -0.26
O 4.401 -1.989 17.565 0.38 -0.36 0.09
N 4.453 -3.245 15.638 0.13 0.88 1.31
H 6.870 -5.054 15.852 -1.25 0.33 0.69
H 5.697 -6.080 16.597 -0.44 -0.01 0.20
H 6.633 -3.585 17.865 -0.09 -0.29 -0.01
H 5.119 -4.429 18.295 0.27 0.10 0.10
```
Positions in Å, forces in eV/Å.

- charge = +1
- HOMO level (spin up / spin down) (eV) = -12.61 / -12.62
- spin multiplicity = 7
- electronic energy (eV) = -94643.2646
- relative energy (zero: lowest compared OMol25 entry of this formula, charge and spin) (kcal per mole) = 0.0
- HOMO-LUMO gap (spin up / spin down) (eV) = 5.85 / 5.85

=====

# 2
This record from OMol25 describes a 2-piece molecular cluster, C16H16BCl2IO4 overall at a distorted geometry. The level of theory is ωB97M-V with the def2-TZVPD basis set.

```
40
Properties=species:S:1:pos:R:3:forces:R:3
C 6.271 0.838 0.363 -0.01 0.50 -1.44
C 6.051 1.615 -0.823 0.04 -0.72 1.01
C 4.685 2.318 -1.262 0.87 0.57 0.86
C 3.367 1.487 -0.937 -3.34 -1.22 0.92
C 3.283 -0.027 -0.657 -2.17 1.46 0.17
C 1.969 -0.782 -0.300 -0.12 4.53 -0.61
C 0.679 0.055 -0.230 1.85 0.84 -0.62
C 0.661 1.598 -0.547 2.73 -2.03 -0.03
C 2.003 2.281 -0.895 -0.47 -2.95 0.81
I 1.979 4.437 -1.342 0.07 -1.77 0.33
C -0.756 2.303 -0.462 -1.30 1.24 0.50
O -0.981 3.480 -0.100 1.18 -3.72 -1.32
C -2.024 1.376 -0.838 1.17 -2.94 0.59
C -2.014 -0.022 -0.540 0.23 1.99 -0.20
C -3.187 -1.046 -0.890 1.00 -0.69 0.26
B -3.692 -0.880 -2.439 -0.20 0.27 -1.09
O -3.440 -1.922 -3.422 0.42 2.31 1.40
O -4.367 0.312 -2.862 0.52 -2.06 1.35
C -0.713 -0.642 0.179 0.57 -0.36 0.78
O -0.739 -1.586 1.003 -0.12 2.84 -2.89
H 6.237 1.217 1.436 -1.71 -0.81 -1.46
H 6.528 -0.275 0.211 1.39 2.15 0.37
H 6.965 1.785 -1.505 -1.96 -1.59 0.06
H 4.662 3.353 -0.762 -0.52 -1.40 -0.72
H 4.722 2.509 -2.394 0.03 -0.30 1.66
H 4.251 -0.629 -0.685 -1.57 1.01 0.02
H 1.976 -1.895 -0.075 -0.08 1.76 -0.34
H -2.922 1.829 -1.379 1.57 -0.39 1.05
H -2.728 -2.107 -0.828 -0.72 1.66 0.13
H -4.048 -1.050 -0.127 1.32 0.27 -1.05
H -2.478 -2.102 -3.487 -0.93 -0.14 0.23
H -4.723 0.761 -2.066 0.32 -0.26 -0.76
Cl -3.575 -0.700 4.919 -0.04 0.01 -0.01
C -3.343 -2.370 4.344 0.01 -0.23 -0.06
C -3.357 -2.461 2.831 0.31 -0.02 0.13
Cl -4.972 -2.127 2.152 -0.13 0.01 0.05
H -4.120 -2.993 4.791 0.03 0.15 -0.09
H -2.377 -2.704 4.725 -0.04 0.06 -0.13
H -3.085 -3.470 2.518 -0.04 0.08 0.08
H -2.650 -1.763 2.380 -0.15 -0.09 0.08
```
Positions in Å, forces in eV/Å.

- SMILES string = C=CCc1ccc2c(c1I)C(=O)C=C(CB(O)O)C2=O.ClCCCl
- charge = 0
- HOMO level (eV) = -8.26
- electronic energy (eV) = -58857.0657
- relative energy (zero: lowest compared OMol25 entry of this formula, charge and spin) (kcal per mole) = 138.5
- HOMO-LUMO gap (eV) = 6.85

=====

# 3
This record from OMol25 describes C16H16BF4I2N3OPd as an isolated structure. The level of theory is ωB97M-V with the def2-TZVPD basis set.

```
44
Properties=species:S:1:pos:R:3:forces:R:3
Pd -0.260 -0.963 0.032 -0.23 -0.26 0.61
I 2.968 4.989 -2.919 0.01 0.03 -0.01
C 2.429 3.070 -2.309 -0.01 -0.03 0.02
C 3.300 2.322 -1.532 -0.01 0.01 0.00
C 2.911 1.066 -1.095 0.04 0.00 0.02
I 4.196 -0.059 0.093 0.00 0.00 0.00
C 1.659 0.522 -1.420 0.08 -0.04 0.01
O 1.346 -0.693 -0.989 0.05 0.16 -0.22
C 0.800 1.298 -2.222 -0.04 0.00 0.01
C -0.570 0.788 -2.568 -0.02 0.03 -0.02
N -1.406 0.659 -1.367 -0.06 0.02 -0.05
C -1.558 1.866 -0.574 0.02 -0.01 0.01
C -0.411 2.060 0.404 0.00 0.02 0.00
C 0.120 3.314 0.654 -0.01 0.01 0.03
C 1.170 3.432 1.550 -0.01 0.02 -0.01
C 1.652 2.298 2.182 -0.01 -0.02 0.02
C 1.067 1.081 1.884 -0.04 -0.04 0.07
N 0.059 0.973 1.017 0.04 0.02 -0.27
C 1.191 2.556 -2.656 0.02 0.02 0.01
H 4.270 2.713 -1.256 0.00 0.00 0.00
H -0.503 -0.203 -3.021 0.00 0.00 0.00
H -1.022 1.473 -3.295 0.00 -0.01 -0.02
H -2.304 0.251 -1.585 -0.01 0.03 -0.07
H -2.479 1.767 0.006 0.00 0.02 0.01
H -1.650 2.769 -1.188 0.01 0.01 0.00
H -0.264 4.177 0.126 0.00 0.00 0.00
H 1.619 4.399 1.738 0.00 0.00 0.00
H 2.482 2.341 2.872 0.00 0.00 0.00
H 1.417 0.157 2.328 0.01 0.00 -0.02
H 0.512 3.141 -3.266 0.00 0.00 0.00
F -0.201 -3.831 2.019 0.00 0.01 -0.03
B 0.707 -3.746 0.946 0.01 -0.22 -0.03
F 1.760 -2.920 1.271 0.05 0.05 0.02
F -0.030 -3.103 -0.176 -0.02 0.15 -0.06
F 1.071 -4.994 0.499 0.01 0.08 0.08
C -2.982 -4.817 1.115 0.05 -0.06 -0.06
C -3.084 -3.634 2.080 -0.16 0.05 0.01
C -2.440 -2.447 1.540 -0.06 0.02 0.22
N -1.927 -1.516 1.116 0.32 -0.03 -0.31
H -3.520 -5.662 1.541 0.01 -0.02 -0.01
H -1.941 -5.095 0.963 -0.07 0.03 0.02
H -3.427 -4.574 0.151 -0.01 -0.01 0.01
H -2.598 -3.855 3.029 0.04 0.00 -0.01
H -4.125 -3.371 2.280 0.01 -0.03 0.02
```
Positions in Å, forces in eV/Å.

- charge = 0
- HOMO level (eV) = -8.16
- electronic energy (eV) = -54602.8763
- relative energy (zero: lowest compared OMol25 entry of this formula, charge and spin) (kcal per mole) = 6.2
- HOMO-LUMO gap (eV) = 7.34

=====

# 4
This record from OMol25 describes one molecule with the formula C16H16BrN3O2S at a distorted geometry. The level of theory is ωB97M-V with the def2-TZVPD basis set.

```
39
Properties=species:S:1:pos:R:3:forces:R:3
C -2.738 -3.472 -0.494 -1.89 2.40 -4.29
C -1.969 -4.336 0.292 4.86 -4.57 -3.13
O -1.083 -3.702 1.056 6.67 3.99 1.52
C 0.180 -3.110 0.491 1.28 0.91 -1.06
C 1.041 -2.197 1.210 -7.12 -4.50 4.76
C 2.264 -1.736 0.962 -1.34 -1.80 -4.06
C 2.718 -1.892 -0.246 0.07 -5.34 -10.35
C 1.832 -2.813 -1.368 -1.19 2.13 8.46
C 0.690 -3.407 -0.890 0.34 2.65 3.92
H 0.061 -3.928 -1.483 -1.64 -2.08 -2.08
H 2.139 -3.166 -2.245 1.92 -0.49 -3.72
N 3.826 -1.511 -1.021 -3.71 8.53 5.92
C 4.377 -0.047 -0.615 -0.23 -9.48 -2.70
S 5.928 -0.078 -0.617 5.07 1.24 -0.20
N 3.586 0.789 -0.169 -3.69 1.97 0.61
N 2.267 0.856 0.020 -5.55 -0.70 -2.04
C 1.564 2.072 0.517 -0.54 -6.92 -2.77
O 2.210 2.814 1.139 0.51 3.09 1.38
C -0.063 1.817 0.229 7.70 2.68 3.09
C -0.585 3.051 0.401 -2.26 4.60 -2.08
C -1.931 3.144 0.046 0.95 -3.84 3.03
C -2.589 1.837 0.167 -2.43 4.79 -2.40
C -2.057 0.629 0.101 3.23 1.09 1.87
C -0.605 0.633 0.353 -3.72 -5.60 -3.90
H -0.218 -0.418 -0.003 0.16 2.28 1.55
H -2.683 -0.170 -0.039 -0.90 -2.24 -0.10
Br -4.520 2.188 -0.192 0.69 -0.88 0.32
H -2.581 3.956 0.093 -0.45 1.58 -0.24
H 0.060 4.024 0.504 -1.15 -2.22 -0.12
H 1.721 0.275 -0.690 1.07 1.29 1.41
H 3.963 1.529 0.242 2.59 4.12 2.11
H 4.418 -1.974 -1.563 2.77 -2.73 -2.41
H 2.749 -1.247 1.608 3.64 3.73 5.10
H 0.752 -2.125 2.359 0.17 0.17 -2.46
H -2.400 -4.858 1.024 -3.17 -2.07 2.37
H -1.410 -5.325 -0.278 -1.29 2.61 0.68
H -2.115 -2.918 -1.455 -1.52 -1.01 3.26
H -3.235 -2.808 0.314 0.31 -0.40 -2.19
H -3.401 -4.134 -1.120 -0.22 1.04 0.93
```
Positions in Å, forces in eV/Å.

- SMILES string = CCOc1ccc(NC(=S)NNC(=O)c2ccc(Br)cc2)cc1
- charge = 0
- HOMO level (eV) = -7.78
- electronic energy (eV) = -106283.1800
- relative energy (zero: lowest compared OMol25 entry of this formula, charge and spin) (kcal per mole) = 268.0
- HOMO-LUMO gap (eV) = 7.64

=====

# 5
This record from OMol25 describes a 2-piece molecular cluster, C16H16Cl2N2O4Si overall at a distorted geometry. The level of theory is ωB97M-V with the def2-TZVPD basis set.

```
41
Properties=species:S:1:pos:R:3:forces:R:3
N 4.669 0.335 -0.642 -2.12 0.64 1.62
C 3.731 0.584 0.016 2.33 -0.51 -1.62
C 2.574 0.904 0.790 -0.23 -0.81 0.56
C 2.082 0.045 1.740 0.73 1.13 -0.69
C 2.754 -1.131 2.143 1.31 -2.95 0.80
N 3.273 -2.112 2.522 -0.68 2.52 -0.75
C 0.932 0.427 2.591 -1.38 -1.70 0.85
O 0.439 -0.400 3.366 0.95 1.89 -1.25
C 0.371 1.785 2.375 0.18 0.75 -0.69
Cl -0.903 2.246 3.405 0.01 -0.07 0.05
C 0.819 2.606 1.380 -0.23 -0.53 0.89
Cl 0.197 4.167 1.134 -0.07 -0.04 -0.07
C 1.927 2.196 0.472 0.47 0.65 -1.38
O 2.301 2.866 -0.488 -0.71 -0.90 1.66
C -0.108 -1.220 -0.215 -0.69 0.86 -0.25
C 1.035 -2.088 0.029 -0.40 -2.96 2.49
C 0.929 -3.172 0.935 0.30 2.59 -2.09
O 0.010 -3.350 1.831 -0.20 -0.46 0.37
Si 0.052 -4.468 3.153 -0.01 0.51 -0.15
C -0.984 -3.503 4.360 -0.13 -0.07 0.19
C -0.754 -6.053 2.597 -0.11 -0.11 0.00
C 1.807 -4.724 3.693 0.26 -0.16 0.35
O 1.915 -4.049 0.865 1.09 -0.42 -0.49
C 2.835 -3.631 -0.233 -0.61 -0.18 0.52
C 2.226 -2.348 -0.801 0.79 0.59 -0.77
H 0.198 -0.295 -0.719 -0.13 -0.03 -0.05
H -0.872 -1.719 -0.833 0.06 0.32 0.02
H -0.570 -0.941 0.740 -0.17 -0.09 -0.23
H -0.942 -3.934 5.369 -0.02 0.11 -0.18
H -0.639 -2.460 4.403 -0.05 -0.32 0.01
H -2.034 -3.503 4.039 0.20 0.04 0.07
H -0.730 -6.784 3.418 0.00 0.12 -0.16
H -1.804 -5.901 2.319 0.18 0.01 0.05
H -0.238 -6.498 1.738 -0.02 0.10 0.15
H 1.823 -5.012 4.755 -0.04 0.05 -0.18
H 2.277 -5.539 3.129 -0.08 0.18 0.05
H 2.436 -3.829 3.577 -0.35 -0.38 0.07
H 3.819 -3.462 0.214 -0.28 -0.24 -0.06
H 2.852 -4.443 -0.970 0.07 0.13 0.39
H 2.005 -2.461 -1.874 -0.02 0.07 0.16
H 2.953 -1.525 -0.716 -0.21 -0.32 -0.26
```
Positions in Å, forces in eV/Å.

- SMILES string = N#CC1=C(C#N)C(=O)C(Cl)=C(Cl)C1=O.CC1=C(O[Si](C)(C)C)OCC1
- charge = 0
- HOMO level (eV) = -7.47
- electronic energy (eV) = -60943.1434
- relative energy (zero: lowest compared OMol25 entry of this formula, charge and spin) (kcal per mole) = 1.0
- HOMO-LUMO gap (eV) = 4.50

=====

# 6
This record from OMol25 describes one molecule with the formula C16H16F4N2O3 at a distorted geometry. The level of theory is ωB97M-V with the def2-TZVPD basis set.

```
41
Properties=species:S:1:pos:R:3:forces:R:3
C 3.907 -1.099 -0.650 0.02 -0.17 0.06
C 3.524 -2.368 -0.703 0.38 0.03 -0.26
C 3.434 -3.166 -1.963 -0.04 -0.02 0.03
H 3.813 -4.171 -1.787 0.04 -0.05 -0.05
H 2.394 -3.243 -2.282 -0.09 -0.05 -0.06
H 4.000 -2.695 -2.762 0.01 0.02 -0.07
C 3.296 -3.128 0.563 -0.01 0.16 0.31
O 3.891 -4.152 0.822 0.07 -0.14 -0.17
N 2.450 -2.575 1.491 0.16 -0.27 0.53
C 1.502 -1.569 1.338 -0.57 0.56 -0.01
C 1.156 -0.783 2.433 0.11 -0.16 -0.23
C 0.206 0.217 2.307 -0.15 0.04 -0.06
C -0.400 0.433 1.087 -0.10 0.11 -0.11
C -0.086 -0.363 -0.025 0.19 0.03 0.45
C 0.858 -1.368 0.120 -0.03 -0.10 0.10
H 1.077 -1.994 -0.725 -0.07 0.01 0.00
N -0.749 -0.114 -1.220 -0.31 0.40 0.04
C -0.583 -0.725 -2.433 -0.07 0.31 0.26
O 0.167 -1.657 -2.633 0.04 -0.15 -0.10
C -1.435 -0.138 -3.515 -0.08 0.01 -0.31
C -1.683 1.163 -3.596 0.05 -0.07 0.04
H -2.262 1.568 -4.409 -0.12 0.01 -0.17
H -1.303 1.883 -2.891 0.11 0.08 0.18
C -1.902 -1.134 -4.529 0.07 -0.01 0.01
H -2.344 -0.643 -5.391 -0.04 0.03 -0.04
H -2.639 -1.801 -4.082 -0.04 -0.09 -0.02
H -1.058 -1.745 -4.844 -0.02 -0.05 -0.06
H -1.428 0.632 -1.172 0.04 -0.18 -0.13
O -1.379 1.433 0.842 0.53 -0.93 -0.33
C -1.655 2.361 1.744 -0.35 1.03 0.79
F -0.560 3.062 2.160 0.01 -0.05 -0.34
F -2.186 1.865 2.901 -0.13 -0.18 -0.26
C -2.671 3.374 1.159 0.14 0.07 0.37
F -2.180 3.890 0.019 0.30 0.16 -0.22
F -3.816 2.744 0.852 -0.28 -0.27 0.07
H -2.876 4.185 1.872 0.12 -0.24 -0.10
H -0.041 0.817 3.167 -0.04 0.04 0.00
H 1.630 -0.945 3.388 0.09 0.00 0.11
H 2.511 -2.999 2.409 0.03 -0.04 -0.22
H 4.169 -0.557 -1.543 0.06 0.05 -0.22
H 3.980 -0.557 0.278 -0.04 0.06 0.22
```
Positions in Å, forces in eV/Å.

- SMILES string = C=C(C)C(=O)Nc1ccc(OC(F)(F)C(F)F)c(NC(=O)C(=C)C)c1
- charge = 0
- HOMO level (eV) = -8.55
- electronic energy (eV) = -36844.5334
- relative energy (zero: lowest compared OMol25 entry of this formula, charge and spin) (kcal per mole) = 28.6
- HOMO-LUMO gap (eV) = 9.04